The following is a quantum chemistry calculation of a molecular structure, C27H24BrN4NiO6Se2Si, from the Open Molecules 2025 dataset.

Summary:
* LUMO (alpha / beta): 1.6 / 1.6 eV
* HOMO (alpha / beta): -0.218 / -0.218 Eh
* DFT total energy: -296294.1272 eV
* largest force on an atom: 0.66 eV Å⁻¹
* spin multiplicity: 3
* energy above the lowest of the compared OMol25 structures with the same formula, charge and spin: 22.7 kcal per mole
* molar mass: 825.11 g mol⁻¹
* gap between HOMO and LUMO (alpha / beta): 7.54 / 7.56 eV
* charge: -1

CARTESIAN COORDINATES (ANGSTROEM)
Ni 0.18957 0.29573 0.32459
O 4.85399 0.82678 -3.05947
C 4.21008 1.96925 -3.05536
O 4.53024 2.90963 -3.75221
C 3.05347 2.08783 -2.12402
C 2.38097 3.26526 -1.87861
N 1.42321 2.99104 -0.97679
N 1.43397 1.71134 -0.62093
C 2.40827 1.13342 -1.29724
C 2.65039 -0.33595 -1.03414
O 3.66291 -0.85135 -1.55466
O 1.82829 -0.89952 -0.27131
H 4.40680 0.12179 -2.45797
H 2.53526 4.24680 -2.29406
H 0.74771 3.60615 -0.55178
Se 0.04036 3.24951 2.63022
Se -2.06086 2.30714 2.79692
C -2.66927 2.59333 0.99289
C -4.02954 2.77283 0.76966
C -4.44466 3.05659 -0.51618
C -3.49278 3.18675 -1.51733
C -2.16877 2.96583 -1.19409
N -1.75601 2.67006 0.04066
C 1.18921 1.74860 3.05974
C 1.76064 1.77016 4.32639
C 2.61265 0.74271 4.69176
C 2.86146 -0.26089 3.77517
C 2.26011 -0.19768 2.53176
N 1.43783 0.79003 2.16332
H -4.73353 2.67269 1.58475
H -5.49661 3.17879 -0.73820
H -3.77333 3.42080 -2.53488
H -1.40488 3.01480 -1.96306
H 1.54397 2.59386 4.99112
H 3.06991 0.73345 5.67316
H 3.52719 -1.07959 4.01100
H 2.42263 -0.96080 1.78274
Br -0.83872 -0.82310 -8.26659
C -1.06140 -0.73719 -6.37320
C -0.00757 -0.31383 -5.58317
C -0.19313 -0.24334 -4.20849
C -1.41060 -0.59311 -3.63636
C -2.44603 -1.03019 -4.45225
C -2.28043 -1.10318 -5.82814
C -1.64050 -0.45119 -2.12828
O -2.79038 -0.57350 -1.70789
O -0.58700 -0.16248 -1.48004
H 0.93725 -0.03446 -6.03008
H 0.60846 0.08630 -3.56092
H -3.38056 -1.31468 -3.98566
H -3.08384 -1.43799 -6.47094
C 1.18003 -3.79245 3.64892
Si -0.64135 -3.47425 3.25846
C -1.53335 -3.29903 4.91350
C -1.37775 -4.90047 2.27795
C -0.74581 -1.96377 2.25667
C -0.65661 -1.01571 1.48719
H 1.37047 -4.81898 3.97437
H 1.52357 -3.11983 4.43901
H 1.78453 -3.59996 2.75880
H -1.32356 -4.16136 5.55358
H -2.61570 -3.22682 4.78391
H -1.20092 -2.40012 5.43796
H -1.23972 -5.87723 2.74943
H -0.91219 -4.92502 1.28996
H -2.44804 -4.74020 2.12874



The following is a quantum chemistry calculation of a molecular structure, C27H24Cl2NO2P2S4SbW at a distorted geometry, from the Open Molecules 2025 dataset.

Summary:
* LUMO (alpha / beta): -1.1 / -1.1 eV
* HOMO (alpha / beta): -0.275 / -0.275 Eh
* DFT total energy: -129303.2272 eV
* largest force on an atom: 2.41 eV Å⁻¹
* molar mass: 961.22 g mol⁻¹
* gap between HOMO and LUMO (alpha / beta): 6.35 / 6.35 eV
* charge: 0

CARTESIAN COORDINATES (ANGSTROEM)
W 0.01593 2.13327 -0.34967
C 0.31186 -2.49502 -0.00191
N 0.05941 -1.05210 -0.01942
P 0.29235 0.01555 1.25640
C 1.96984 -0.14706 1.88017
C 2.35541 0.63779 2.96583
C 3.67136 0.63117 3.39930
C 4.61653 -0.15130 2.74969
C 4.24237 -0.92006 1.65688
C 2.92656 -0.91212 1.21882
C -0.81027 -0.59675 2.55298
C -0.31455 -1.18520 3.71639
C -1.18480 -1.70176 4.66729
C -2.55385 -1.63056 4.46348
C -3.05334 -1.04865 3.30515
C -2.19084 -0.53134 2.35393
P -0.55716 -0.11499 -1.27306
C -2.31646 -0.42789 -1.53276
C -3.10473 0.56481 -2.11104
C -4.46767 0.37070 -2.26997
C -5.06232 -0.80728 -1.84262
C -4.28778 -1.79875 -1.25533
C -2.92199 -1.60970 -1.10242
C 0.31115 -0.71278 -2.73035
C 1.69861 -0.56149 -2.77708
C 2.40193 -0.98094 -3.89159
C 1.72680 -1.53939 -4.97248
C 0.34928 -1.68017 -4.93572
C -0.36137 -1.26494 -3.81487
H 0.72772 -2.77163 0.96653
H 1.02876 -2.76324 -0.77946
H -0.58940 -3.08574 -0.14393
H 1.63778 1.27392 3.47169
H 3.96217 1.24957 4.23821
H 5.64449 -0.15247 3.08754
H 4.97951 -1.51740 1.13657
H 2.65897 -1.48639 0.34158
H 0.75169 -1.25132 3.88515
H -0.78961 -2.15779 5.56550
H -3.23391 -2.02944 5.20498
H -4.12186 -0.98834 3.14422
H -2.59449 -0.08157 1.45496
H -2.67623 1.51075 -2.42147
H -5.06672 1.15990 -2.70453
H -6.12968 -0.94685 -1.95521
H -4.74627 -2.71712 -0.91227
H -2.35095 -2.39346 -0.62968
H 2.22276 -0.09482 -1.94920
H 3.47652 -0.85814 -3.92416
H 2.27719 -1.85429 -5.84959
H -0.18114 -2.10846 -5.77575
H -1.43823 -1.37300 -3.78908
S -0.48819 5.90878 0.35737
Sb -1.66678 4.33400 -0.64863
S -2.14258 2.40924 0.62797
S -0.12682 2.74707 -2.42585
S -3.38803 4.60827 -2.01738
Cl 3.58716 4.13544 -1.60523
C 2.98260 4.09409 0.02390
Cl 4.26992 3.84342 1.22896
C 2.02189 2.93927 0.29597
O 1.10594 3.11285 1.18443
O 2.17160 1.79965 -0.22983
H 2.46196 5.02225 0.23974



The following is a quantum chemistry calculation of a molecular structure, C27H24F3N4PdS2 at a distorted geometry, from the Open Molecules 2025 dataset.

Summary:
* LUMO (alpha / beta): 2.0 / 0.5 eV
* HOMO (alpha / beta): -0.113 / -0.167 Eh
* DFT total energy: -67646.2332 eV
* largest force on an atom: 6.73 eV Å⁻¹
* spin multiplicity: 5
* molar mass: 632.07 g mol⁻¹
* gap between HOMO and LUMO (alpha / beta): 5.09 / 5.06 eV
* charge: -1

CARTESIAN COORDINATES (ANGSTROEM)
Pd -0.27434 -0.00452 -0.07019
S 1.10944 -0.78784 1.80965
C 2.45888 0.04695 1.18114
S 2.28737 0.98898 -0.17673
C 3.71803 -0.08250 1.79749
C 3.87375 -0.91633 2.95745
N 4.02215 -1.59207 3.92521
C 4.92892 0.41921 1.26505
N 5.95514 0.85276 0.84122
C -1.78256 4.39877 2.77332
C -0.50872 3.53756 2.72662
C 0.58140 4.13642 3.55711
C -0.90170 2.14603 3.14670
C -0.67087 1.63981 4.40322
C -1.10020 0.36608 4.71610
C -1.95660 -0.35031 3.88815
C -2.29572 0.10133 2.62242
C -3.51702 -0.34859 1.89153
C -4.02550 0.63447 0.81249
C -3.40347 -1.67693 1.12995
C -1.53489 1.26718 2.15212
N -1.24809 1.47052 0.89479
H -1.60070 5.46172 2.68269
H -2.24773 4.20184 3.75028
H -2.53113 4.16093 1.98891
H -0.14642 3.50741 1.64812
H 0.29298 4.48704 4.62653
H 1.03930 5.03227 3.04923
H 1.41834 3.43178 3.76051
H 0.00888 2.18178 5.11781
H -0.80659 -0.07312 5.69931
H -2.37853 -1.34432 4.16745
H -4.31585 -0.53633 2.61430
H -3.27243 0.74339 -0.01375
H -4.27043 1.66831 1.18365
H -4.95032 0.23220 0.37082
H -2.58056 -1.56737 0.38755
H -4.30410 -1.89779 0.53670
H -3.24196 -2.55742 1.78476
C -1.67344 2.33325 -3.64301
C -1.25509 1.45904 -2.60651
N -1.07543 0.83704 -1.65516
H -1.61774 3.40503 -3.36283
H -2.68451 2.10541 -3.96650
H -0.99455 2.16807 -4.51325
F 4.94920 -4.82381 -6.09385
C 3.70356 -4.33503 -6.38977
F 3.11242 -5.32104 -7.05427
F 3.90988 -3.36504 -7.29040
C 2.93156 -3.86985 -5.19222
C 2.30224 -4.75206 -4.30567
C 1.49952 -4.30905 -3.31541
C 1.31204 -2.93784 -3.10436
C 1.91336 -2.05787 -3.98394
C 2.79454 -2.50056 -4.98012
C 0.71040 -2.33811 -2.02041
C 0.23426 -1.43519 -1.25379
H 2.30066 -5.83544 -4.56557
H 0.87145 -5.05697 -2.78170
H 1.69361 -0.94816 -3.86498
H 3.23387 -1.80112 -5.65594